Record 1
Below is C39H37Zr as an isolated structure at a distorted geometry, with properties calculated with ωB97M-V with the def2-TZVPD basis set.

- 2S+1: 1
- Molar mass: 596.949 g mol⁻¹
- Total charge: -1
- F_max: 3.3 eV/A
- Total energy: -42317.8592 eV
- Frontier orbital gap: 0.1072 Eh

The geometry in XYZ format:
```
77
Properties=species:S:1:pos:R:3:lowdin_charge:R:1
C 1.6496 0.7971 1.8089 -0.13
C 2.9481 0.2112 1.8799 -0.29
C 4.1256 0.9982 2.1542 -0.07
C 5.3880 0.4213 2.0850 -0.11
C 5.4916 -0.9703 1.9250 -0.14
C 4.3506 -1.7876 1.9994 -0.12
C 3.0846 -1.2010 2.0716 -0.05
C 0.4150 0.1781 2.0363 -0.12
C -0.7209 0.6504 1.4118 -0.12
C -1.9727 -0.0178 1.3828 -0.27
C -3.1717 0.6691 1.0650 -0.06
C -4.3955 0.0023 1.0622 -0.11
C -4.4495 -1.3811 1.3319 -0.12
C -3.2730 -2.0734 1.6885 -0.10
C -2.0518 -1.4017 1.6977 -0.06
H 1.6231 1.8734 1.5720 0.10
H 3.9921 2.0217 2.5116 0.10
H 6.2794 1.0480 2.1415 0.09
H 6.4711 -1.4212 1.7503 0.08
H 4.4418 -2.8748 1.9802 0.09
H 2.1744 -1.7838 2.2980 0.10
H 0.2850 -0.5924 2.8206 0.10
H -0.6361 1.5790 0.8706 0.10
H -3.1208 1.7340 0.8297 0.10
H -5.3216 0.5590 0.8585 0.09
H -5.4135 -1.9064 1.3338 0.09
H -3.3244 -3.1396 1.9701 0.10
H -1.1435 -1.9562 1.9324 0.10
C 5.1387 3.5168 6.6700 -0.12
C 5.1841 2.1259 6.8890 -0.11
C 4.2408 1.3047 6.3132 -0.05
C 3.2141 1.8450 5.4719 -0.29
C 2.3439 0.9349 4.8077 0.07
Zr -1.3873 4.2209 5.3314 1.43
C -2.6225 2.1684 5.3048 -0.21
C -1.9816 0.9673 5.8809 -0.31
C -1.7761 0.8383 7.2714 -0.10
C -0.9294 -0.1453 7.7804 -0.11
C -0.4076 -1.1297 6.9326 -0.12
C -0.7262 -1.1045 5.5669 -0.11
C -1.5117 -0.0750 5.0458 -0.05
C -0.3362 5.7258 3.7107 -0.19
C -0.1094 4.3982 3.2341 -0.19
C -1.3855 3.7978 2.9739 -0.20
C -2.4266 4.7350 3.3320 -0.22
C -1.7588 5.9366 3.8227 -0.24
C 0.2125 4.7583 7.1338 -0.18
C -0.7897 3.8853 7.6682 -0.19
C -2.0880 4.5284 7.5290 -0.23
C -1.8759 5.8183 6.9264 -0.25
C -0.4352 5.9689 6.7300 -0.20
C 3.2024 3.2779 5.2266 -0.06
C 4.1579 4.0804 5.8406 -0.12
H 5.8783 4.1563 7.1493 0.08
H 5.9556 1.6634 7.4964 0.09
H 4.2491 0.2097 6.4157 0.11
H 2.5728 0.8018 3.7885 -0.03
H 1.2717 0.9280 5.1060 0.04
H -3.4479 2.5587 5.9279 0.04
H -2.9941 1.9928 4.2906 0.03
H -2.2418 1.5609 7.9433 0.09
H -0.6836 -0.1530 8.8460 0.09
H 0.2244 -1.9234 7.3336 0.09
H -0.3619 -1.9008 4.9120 0.10
H -1.7535 -0.0538 3.9768 0.09
H 0.4442 6.4621 3.8904 0.11
H 0.8550 3.9508 2.9990 0.08
H -1.5222 2.8130 2.5291 0.08
H -3.5065 4.5986 3.2206 0.11
H -2.2610 6.8465 4.1483 0.10
H 1.2883 4.5441 7.1198 0.10
H -0.5797 2.9098 8.1191 0.10
H -3.0458 4.1373 7.8620 0.11
H -2.6400 6.5688 6.7160 0.10
H 0.0703 6.8762 6.4013 0.11
H 2.4469 3.6942 4.5202 0.08
H 4.1533 5.1571 5.6667 0.09
```

Record 2
Below is C39H38AsAuS2SbSeSi as an isolated structure, with properties calculated with ωB97M-V with the def2-TZVPD basis set.

- 2S+1: 1
- Molar mass: 1071.562 g mol⁻¹
- Total charge: -1
- F_max: 0.6 eV/A
- Total energy: -207026.6196 eV
- Frontier orbital gap: 0.2310 Eh

The geometry in XYZ format:
```
84
Properties=species:S:1:pos:R:3:lowdin_charge:R:1
Au -0.6437 -0.4033 -3.0784 0.09
S 0.5742 1.4925 -3.6344 0.44
C 1.9494 1.6733 -2.5581 -0.72
C 2.5545 2.9413 -2.6002 -0.16
C 3.6342 3.2709 -1.8073 -0.11
C 4.1447 2.3331 -0.9194 -0.12
C 3.5765 1.0717 -0.8793 -0.14
C 2.5067 0.7012 -1.7000 -0.42
As 1.7799 -1.1094 -1.5284 1.25
C 2.2277 -1.8390 -3.2847 -0.45
C 2.9253 -1.1563 -4.2740 -0.12
C 3.1287 -1.7382 -5.5176 -0.09
C 2.6366 -3.0075 -5.7836 -0.11
C 1.9588 -3.7064 -4.7945 -0.09
C 1.7562 -3.1221 -3.5551 -0.15
C 3.3115 -1.9297 -0.5676 -0.39
C 4.4285 -2.4909 -1.1784 -0.09
C 5.4152 -3.1091 -0.4215 -0.09
C 5.3003 -3.1734 0.9601 -0.11
C 4.1912 -2.6189 1.5840 -0.10
C 3.2038 -2.0136 0.8209 -0.15
H 2.1385 3.6689 -3.2870 0.08
H 4.0732 4.2599 -1.8727 0.09
H 4.9820 2.5754 -0.2758 0.09
H 3.9845 0.3392 -0.1937 0.08
H 3.2973 -0.1574 -4.0822 0.09
H 3.6560 -1.1897 -6.2889 0.10
H 2.7789 -3.4521 -6.7616 0.09
H 1.5582 -4.6923 -4.9955 0.10
H 1.1961 -3.6515 -2.7926 0.08
H 4.5254 -2.4487 -2.2567 0.10
H 6.2794 -3.5425 -0.9111 0.10
H 6.0700 -3.6572 1.5496 0.09
H 4.0919 -2.6643 2.6624 0.10
H 2.3228 -1.5978 1.3016 0.08
S -1.0520 1.0134 -0.3024 0.00
Sb -1.2152 1.5104 1.8847 1.20
C -2.5566 0.2093 2.9199 -0.34
C -3.7721 -0.0391 2.2886 -0.14
C -4.6264 -1.0139 2.7792 -0.09
C -4.2641 -1.7491 3.9001 -0.09
C -3.0621 -1.4891 4.5419 -0.09
C -2.2030 -0.5146 4.0506 -0.12
C -2.0234 3.4661 2.1866 -0.34
C -3.2949 3.6448 2.7166 -0.12
C -3.8880 4.8998 2.6864 -0.09
C -3.2133 5.9725 2.1219 -0.10
C -1.9358 5.7975 1.6061 -0.09
C -1.3436 4.5445 1.6312 -0.12
C 0.6048 1.4577 3.0058 -0.34
C 1.7425 1.0686 2.3095 -0.13
C 2.9626 0.9954 2.9670 -0.08
C 3.0371 1.3075 4.3174 -0.09
C 1.8998 1.7036 5.0099 -0.10
C 0.6786 1.7838 4.3543 -0.14
H -4.0323 0.5099 1.3892 0.10
H -5.5654 -1.2086 2.2768 0.10
H -4.9082 -2.5421 4.2582 0.10
H -2.7850 -2.0563 5.4220 0.10
H -1.2532 -0.3375 4.5425 0.09
H -3.8251 2.8019 3.1463 0.09
H -4.8838 5.0356 3.0900 0.10
H -3.6913 6.9423 2.0649 0.10
H -1.4066 6.6342 1.1678 0.10
H -0.3599 4.3973 1.1986 0.10
H 1.6703 0.8321 1.2508 0.06
H 3.8473 0.6961 2.4187 0.10
H 3.9868 1.2460 4.8343 0.10
H 1.9648 1.9525 6.0620 0.10
H -0.2042 2.1060 4.8962 0.10
C -4.2865 -0.1434 -2.1107 -0.25
Si -4.0504 -1.9983 -2.3673 0.07
C -5.0680 -2.6388 -3.8354 -0.25
C -4.5737 -2.9814 -0.8317 -0.24
Se -1.8783 -2.4765 -2.7568 0.14
H -5.3277 0.1389 -1.9263 0.02
H -3.9294 0.3925 -2.9921 0.02
H -3.6718 0.1874 -1.2700 -0.04
H -6.1237 -2.7843 -3.5871 0.01
H -4.6509 -3.5967 -4.1502 0.01
H -4.9989 -1.9555 -4.6838 0.02
H -5.6592 -3.0878 -0.7438 0.02
H -4.1906 -2.5119 0.0770 0.00
H -4.1342 -3.9789 -0.8935 0.01
```

Record 3
Below is C39H38AsBaNSTe as an isolated structure at a distorted geometry, with properties calculated with ωB97M-V with the def2-TZVPD basis set.

- 2S+1: 1
- Molar mass: 892.657 g mol⁻¹
- Total charge: 0
- F_max: 2.5 eV/A
- Total energy: -122211.6406 eV
- ΔE to the lowest compared entry with this formula, charge and spin: 93.7 kJ/mol
- Frontier orbital gap: 0.2394 Eh

The geometry in XYZ format:
```
82
Properties=species:S:1:pos:R:3:lowdin_charge:R:1
Ba -0.0899 1.7169 -1.5022 1.43
C 2.1353 1.5591 -3.0610 -0.40
C 1.6670 2.8694 -3.3128 -0.37
C 1.8163 3.6181 -2.1213 -0.39
C 2.3811 2.7723 -1.1349 -0.41
C 2.5763 1.4984 -1.7170 -0.42
C 3.2391 0.3027 -1.0887 -0.04
C 2.7881 3.2133 0.2444 -0.05
C 1.5109 5.0773 -1.9245 -0.04
C 1.1487 3.3638 -4.6352 -0.05
C 2.1504 0.4111 -4.0338 -0.06
H 3.9988 -0.1044 -1.7601 0.09
H 2.5459 -0.5146 -0.8508 0.07
H 3.7422 0.5826 -0.1619 0.05
H 3.1372 4.2477 0.2276 0.07
H 3.6049 2.6015 0.6314 0.07
H 1.9820 3.1623 0.9789 0.03
H 1.2906 5.5640 -2.8739 0.07
H 2.3636 5.5980 -1.4829 0.08
H 0.6594 5.2587 -1.2590 0.07
H 1.9697 3.6209 -5.3116 0.09
H 0.5267 4.2523 -4.5216 0.07
H 0.5447 2.6119 -5.1388 0.03
H 2.9847 0.4747 -4.7388 0.09
H 1.2434 0.3810 -4.6339 0.00
H 2.2277 -0.5423 -3.5129 0.07
C 2.4350 0.9769 7.0445 -0.09
C 3.2384 1.2758 5.9500 -0.09
C 2.7075 1.2330 4.6689 -0.13
C 1.3761 0.8763 4.4663 -0.38
C 0.5701 0.5958 5.5636 -0.09
C 1.1009 0.6457 6.8490 -0.08
As 0.7628 0.7149 2.6051 1.35
C -0.8328 -0.3523 2.8906 -0.38
C -2.0850 0.1181 3.2594 -0.13
C -3.1132 -0.7824 3.5003 -0.09
C -2.8969 -2.1441 3.3206 -0.08
C -1.6525 -2.6146 2.9261 -0.02
C -0.6054 -1.7198 2.7255 -0.21
C 0.7866 -2.0750 2.3641 -0.21
C 1.2666 -3.3613 2.1302 -0.03
C 2.6132 -3.5596 1.8573 -0.08
C 3.4899 -2.4792 1.8161 -0.08
C 3.0109 -1.1912 2.0174 -0.11
C 1.6647 -0.9884 2.2834 -0.33
H 2.8491 1.0030 8.0456 0.10
H 4.2795 1.5407 6.0958 0.10
H 3.3399 1.4721 3.8204 0.09
H -0.4677 0.3238 5.4239 0.09
H 0.4681 0.4176 7.6993 0.10
H -2.2623 1.1828 3.3608 0.11
H -4.0838 -0.4263 3.8231 0.11
H -3.7063 -2.8444 3.4878 0.11
H -1.5011 -3.6777 2.7770 0.11
H 0.5899 -4.2089 2.1583 0.11
H 2.9849 -4.5617 1.6797 0.10
H 4.5435 -2.6415 1.6228 0.10
H 3.6926 -0.3499 1.9680 0.09
Te -1.6155 0.6079 -4.0208 0.62
C -3.6636 0.2460 -3.6308 -0.71
C -4.4843 1.1650 -2.9724 -0.19
C -5.8331 0.9005 -2.7654 -0.10
C -6.3932 -0.2907 -3.2065 -0.11
C -5.5979 -1.2036 -3.8919 -0.11
C -4.2489 -0.9310 -4.1127 -0.21
H -4.0625 2.0919 -2.6096 0.08
H -6.4517 1.6342 -2.2585 0.10
H -7.4408 -0.5038 -3.0251 0.10
H -6.0336 -2.1244 -4.2666 0.10
H -3.6331 -1.6374 -4.6607 0.08
S -2.9290 -0.6371 -0.2806 0.61
C -2.1531 -1.9192 -1.0297 -0.79
N -2.8525 -2.7179 -1.8860 0.06
C -2.3401 -3.7822 -2.5475 -0.07
C -1.0522 -4.1552 -2.3594 -0.06
C -0.2613 -3.3772 -1.4817 -0.05
C -0.7876 -2.2953 -0.8486 -0.10
H -3.7943 -2.4043 -2.0817 0.12
H -3.0161 -4.3021 -3.2106 0.13
H -0.6471 -5.0130 -2.8770 0.11
H 0.7770 -3.6468 -1.3103 0.11
H -0.1934 -1.6990 -0.1720 0.08
```

Q: Number 3 is which compound?
A: C39H38AsBaNSTe

Q: Which value of 2S+1 does entry 2 give?
A: 1

Q: Look up the frontier orbital gap of the second one.
A: 0.2310 Eh

Q: What is the frontier orbital gap in the first record?
A: 0.1072 Eh